Here is a gas-phase ion, C22H40N (charge +1) from the Open Molecules 2025 dataset. Energies are from wB97M-V/def2-TZVPD.

Calculated values
SMILES: CCCCCCCCCCCCC[N+](C)(C)Cc1ccccc1
ΔE to the lowest compared entry with this formula, charge and spin: 9.52 kJ/mol
Charge: +1
HOMO level: -12.690 eV
Gap between HOMO and LUMO: 10.334 eV
Electronic energy: -24947.816 eV

XYZ file:
```
63
Properties=species:S:1:pos:R:3:forces:R:3
C 3.607563 3.958822 -4.221970 -0.05 -0.15 -0.19
C 3.563554 2.631049 -4.969509 0.16 -0.03 0.19
C 3.547272 1.416294 -4.040902 -0.23 0.19 -0.12
C 2.262749 1.309659 -3.220863 0.12 -0.30 -0.08
C 2.144403 -0.010277 -2.455550 0.10 0.34 0.18
C 3.132997 -0.119636 -1.295631 -0.07 -0.35 -0.18
C 3.046144 -1.449606 -0.545870 -0.16 0.33 0.06
C 1.744074 -1.626082 0.233053 0.32 -0.32 -0.02
C 1.759585 -2.902568 1.073301 -0.23 0.28 0.14
C 0.458837 -3.109972 1.851324 0.16 -0.17 -0.25
C -0.689528 -3.606204 0.963519 -0.04 0.14 0.26
C -2.064678 -3.133343 1.454078 -0.03 -0.01 -0.13
C -2.251478 -1.675082 1.040143 0.71 -0.66 -0.17
N -3.358818 -0.921000 1.695906 -0.03 0.04 -0.08
C -4.643933 -1.609924 1.487831 -0.72 -0.41 -0.11
C -3.110375 -0.783058 3.140655 0.23 0.01 0.87
C -3.446692 0.447091 1.070863 0.15 0.82 -0.30
C -2.173069 1.248791 1.154616 -0.05 -0.01 0.00
C -1.927258 2.074350 2.247764 -0.02 -0.01 -0.09
C -0.758472 2.812185 2.320308 0.01 0.01 0.07
C 0.173760 2.740118 1.298780 -0.02 -0.01 0.01
C -0.073652 1.941000 0.195126 0.01 -0.03 -0.03
C -1.240362 1.201297 0.122365 -0.07 0.06 0.04
H 4.454151 3.983007 -3.539092 0.09 0.05 0.11
H 3.712845 4.781779 -4.924540 0.00 0.13 0.01
H 2.696663 4.119426 -3.650319 -0.07 0.08 0.10
H 2.682050 2.606091 -5.614476 0.01 -0.04 -0.09
H 4.443340 2.561335 -5.612494 -0.05 0.00 -0.08
H 3.651497 0.512700 -4.646308 0.05 -0.09 0.04
H 4.409683 1.471765 -3.374618 0.10 -0.06 0.00
H 1.410382 1.397590 -3.900059 -0.04 0.10 -0.01
H 2.211676 2.140892 -2.514213 -0.09 0.10 0.03
H 2.309662 -0.840239 -3.145982 -0.07 -0.09 -0.04
H 1.124217 -0.100103 -2.072306 -0.07 -0.09 -0.01
H 2.965776 0.700915 -0.592576 0.05 0.11 0.04
H 4.145572 -0.016881 -1.686127 0.06 0.11 0.03
H 3.880815 -1.508245 0.155889 0.04 -0.10 0.01
H 3.155443 -2.271687 -1.255962 0.07 -0.09 -0.02
H 0.906452 -1.655001 -0.466470 -0.13 0.08 -0.03
H 1.600845 -0.762824 0.890535 -0.07 0.07 0.03
H 1.938453 -3.764611 0.429001 0.08 -0.10 -0.03
H 2.588456 -2.843537 1.780281 0.08 -0.06 -0.03
H 0.195092 -2.163633 2.331283 -0.04 0.07 0.10
H 0.627401 -3.834527 2.649051 -0.09 0.03 0.09
H -0.676994 -4.695268 0.942001 -0.02 -0.01 -0.09
H -0.544475 -3.264921 -0.062037 0.01 -0.03 -0.13
H -2.099904 -3.258769 2.535917 -0.08 -0.02 0.07
H -2.839252 -3.758881 1.009340 -0.09 0.02 0.08
H -2.430204 -1.644610 -0.036759 -0.06 0.14 0.05
H -1.328082 -1.129650 1.244004 -0.18 0.06 -0.02
H -4.820832 -1.763757 0.424833 0.13 0.07 -0.02
H -5.459394 -1.014751 1.895453 0.12 0.09 0.04
H -4.636794 -2.576567 1.986288 0.11 0.05 0.01
H -3.898441 -0.186701 3.596813 -0.05 0.02 -0.13
H -2.152991 -0.293285 3.307814 -0.04 -0.05 -0.11
H -3.098546 -1.758935 3.619406 -0.04 -0.01 -0.14
H -4.253174 0.983982 1.574985 -0.02 -0.20 0.01
H -3.724555 0.310532 0.023588 -0.05 -0.16 0.12
H -2.658479 2.161294 3.038321 -0.10 0.00 0.10
H -0.581665 3.449783 3.172125 0.02 0.07 0.08
H 1.082880 3.317505 1.355800 0.10 0.07 0.00
H 0.636231 1.896253 -0.614911 0.11 -0.01 -0.12
H -1.431389 0.598680 -0.753660 -0.02 -0.09 -0.11
```
Positions in Å, forces in eV/Å.

Here is what natural (NBO) gives for the atomic charges, in e: -0.608 -0.388 -0.395 -0.395 -0.391 -0.393 -0.388 -0.402 -0.380 -0.399 -0.398 -0.415 -0.234 -0.202 -0.416 -0.426 -0.231 -0.115 -0.148 -0.215 -0.177 -0.198 -0.196 0.201 0.216 0.195 0.193 0.206 0.201 0.195 0.200 0.188 0.202 0.180 0.187 0.213 0.206 0.200 0.184 0.192 0.203 0.211 0.178 0.219 0.229 0.201 0.209 0.218 0.224 0.248 0.234 0.234 0.238 0.231 0.248 0.236 0.233 0.235 0.204 0.231 0.232 0.235 0.215